DFT (the ωB97M-V functional and the def2-TZVPD basis) results for C62H78Cl2CsN7O2P2Si as an isolated structure in a non-equilibrium geometry.

Summary:
- Frontier orbital gap: 0.1628 Ha
- E_HOMO: -0.0340 Eh
- Energy relative to the best compared isomer or geometry (same formula, charge and spin): 31.8 kcal/mol
- Total charge: -2
- LUMO level: 3.5054 eV

Structure (XYZ):
```
155
Properties=species:S:1:pos:R:3:lowdin_charge:R:1
C -2.7454 2.0511 2.1938 -0.3084
C 1.5710 -1.4122 -3.9237 -0.2358
H 0.6536 -2.4164 -5.5678 0.1092
C 2.6841 -0.6208 -3.5168 -0.2237
C -1.7311 -0.2187 4.0352 -0.3196
C 0.5756 5.6152 -1.7994 -0.1854
H -3.5912 -0.9027 -4.0207 0.1127
Si -1.6438 0.4120 2.1895 0.5226
H 0.1386 -2.3506 5.9617 0.0751
C -0.6179 -1.6262 5.6920 -0.1112
C 1.7966 -2.4738 3.3919 -0.4275
C 2.1570 -3.5322 4.4629 -0.1976
C -3.2104 4.3451 2.8982 -0.1061
C 4.3295 1.5162 2.2575 -0.0737
H -3.7901 -4.4671 2.9505 0.1091
H -6.1652 -0.2749 -4.3686 0.0997
C -7.6497 -0.8107 1.9937 -0.2126
H -6.1455 2.6322 -1.7650 0.0959
H 4.5525 0.1945 -4.1812 0.0934
C 2.4833 -2.8207 2.0484 -0.2391
H 3.0592 -3.2002 4.9917 0.1125
H -3.3092 0.9997 4.8403 0.0840
H -4.6691 -0.8416 -2.6430 0.0952
H -6.2645 -1.7982 3.3457 0.1031
C -3.9748 4.5629 1.7553 -0.1117
H 0.8925 4.2720 -5.5564 0.1126
C 0.0649 -2.9733 -3.0698 -0.5531
H -8.4086 0.4969 0.4402 0.0998
H -2.0121 -3.9042 4.5542 0.1161
C 1.5087 -1.8314 -5.2592 -0.0641
H 2.5612 -5.6576 4.6015 0.1046
H 5.8260 2.9190 1.6012 0.0945
C 3.8569 -3.4442 2.2764 -0.1891
H -6.3806 -0.0627 3.5582 0.1105
H 1.7428 1.9505 -5.3701 0.1215
H -0.3623 -4.4264 4.7895 0.0816
H -3.0709 0.1904 7.1560 0.0867
C -3.0667 -2.5556 -1.1007 -0.1926
H 2.8611 2.4374 -4.0983 0.0940
C -0.5196 3.8414 -0.5075 -0.2296
H -0.8711 5.9609 -0.2256 0.1075
C 3.7910 1.0750 -0.3909 -0.1822
Cl 4.9174 -0.4742 -6.8816 0.5866
H -7.5939 -1.5685 1.2047 0.1061
C 2.4935 -1.5505 -6.1820 -0.6938
H -4.7576 3.7120 -0.0376 0.0889
H -8.4279 1.2144 2.0436 0.1001
C -5.4438 0.2397 0.6703 -0.4410
N 2.7816 -0.1741 -2.1909 0.0111
H 4.4521 -2.7603 2.8906 0.1094
H 2.8401 4.8635 -3.2820 0.1293
C -0.8286 -3.6327 2.7936 -0.4282
C -0.6856 5.2543 -1.0385 -0.1717
C -5.3129 0.4079 -4.2937 -0.1978
H 2.2109 -1.5189 3.7348 0.0875
C -5.6834 1.7331 -2.1796 -0.2170
H -1.6144 -6.0543 1.5289 0.1114
H -3.8013 2.6388 -1.6542 0.0929
C 2.4533 -4.8907 3.8298 -0.2052
C -1.5630 -5.8527 3.6922 -0.1925
C 3.7277 -4.8132 2.9734 -0.1969
H -0.6564 -6.4625 3.6258 0.0967
P -3.8140 0.8385 -0.0573 1.0777
C 3.5874 0.8288 -1.8864 -0.5070
C 0.0387 1.3430 2.5447 -0.2747
C -3.5571 2.2851 1.0543 -0.4006
H -0.1533 -4.2494 2.1861 0.0976
C -5.7750 1.7526 -3.7054 -0.2069
H -1.4992 -5.0309 -3.4943 0.1061
C -4.2182 1.6299 -1.7229 -0.4179
N 0.4939 -1.7182 -3.0748 -0.1175
C -2.0020 -4.3479 -2.8249 -0.0128
C -7.8375 0.5848 1.3700 -0.1947
C -1.3124 -3.1951 -2.4353 -0.1955
H -3.8439 -5.4372 -2.6630 0.0959
C -4.1515 3.5339 0.8451 -0.1288
C 4.7800 1.9954 -0.0302 -0.0182
H 0.7260 1.4825 -3.2423 0.0948
H 4.5015 1.6446 3.3189 0.0943
C -5.1343 -0.6664 1.8847 -0.2118
N -1.8422 -2.3192 -1.5775 0.0085
C -1.4234 -1.1070 6.7013 -0.1218
H -2.9826 1.5343 -3.5358 0.1154
H -6.1300 1.7934 1.9734 0.1148
C -2.3218 -5.9171 2.3525 -0.2035
P 0.0564 -1.9885 2.9000 1.0572
H -2.1747 -6.2843 4.4910 0.1000
C -2.6100 3.1115 3.1029 -0.1173
H -1.8823 -3.2412 0.9557 0.0862
H -4.9430 0.5618 -5.3110 0.1015
H 1.6031 -5.1895 3.2100 0.0930
H -0.0089 1.9811 3.4352 0.0178
H -2.4892 0.4087 -2.2835 0.0605
C -6.3560 -0.8547 2.8023 -0.1961
C 3.6902 -0.3831 -4.4732 -0.0678
H -3.0735 5.1465 3.6172 0.0876
C -2.4184 -0.1952 6.3788 -0.1167
H -5.8698 -0.3899 -0.1230 0.0982
H -2.6280 -2.5180 2.3597 0.0758
H -6.7963 1.9794 -4.0243 0.0983
H -3.4390 -1.8204 -0.3931 0.0600
H 0.2168 3.8514 0.3064 0.1070
H 1.3870 -3.6296 5.2220 0.0605
H 4.3845 -3.5489 1.3271 0.1095
C -1.1742 -4.4089 4.0648 -0.2021
C 1.8846 2.6467 -4.5427 -0.1845
H -6.2697 0.8844 -1.8108 0.0975
H -1.9923 2.9720 3.9861 0.0891
H 3.7165 -5.6115 2.2268 0.1027
Cs 0.2585 -0.5207 -0.7148 0.9271
H -1.5329 5.2934 -1.7305 0.1145
H 0.5023 6.6116 -2.2429 0.1106
C 5.0560 2.2154 1.3046 -0.0838
C -3.2823 -4.5632 -2.3531 -0.0745
H 2.6671 4.3048 -5.6630 0.1109
H -1.2809 -1.4272 7.7277 0.0844
H -4.4317 5.5304 1.5779 0.0883
C -3.3662 0.8540 -2.7676 -0.2239
H 2.5653 -1.9337 1.4120 0.0728
C -2.1334 -3.4252 1.9994 -0.2132
H 2.7561 0.0971 2.5285 0.0681
Cl 2.3017 -2.1002 -7.8319 0.5882
H 0.3800 1.9545 1.7002 -0.0003
H -8.5126 -1.0677 2.6136 0.0966
O 4.2341 1.6096 -2.6295 -0.0772
H -2.9906 -6.7815 2.3360 0.0985
H -3.7024 -4.6979 1.2114 0.0897
H 4.6023 -4.9884 3.6073 0.0981
H -4.3129 -0.2411 2.4705 0.0655
C 3.3543 0.6426 1.8103 -0.1573
C -3.8367 -3.6424 -1.4721 -0.0882
C 3.6093 -0.8356 -5.7752 -0.6950
H -4.7831 -1.6399 1.5273 0.0965
C 1.8672 4.9812 -3.7837 -0.1785
C -0.7860 -1.2330 4.3661 -0.3610
H -1.4480 3.4838 -0.0651 0.0856
C -4.2124 -0.2289 -3.4284 -0.1999
C -2.5574 0.2477 5.0666 -0.1128
H -6.6287 2.0371 0.3171 0.0850
C 1.8207 4.0864 -5.0088 -0.1666
O 0.6051 -3.9958 -3.5408 -0.0352
H 0.8008 0.5853 2.7329 -0.0409
H -5.1411 2.5606 -4.0832 0.1085
H 5.3038 2.5047 -0.8250 0.1023
H -4.8371 -3.7677 -1.0757 0.0972
N 0.7699 4.6669 -2.8810 -0.0587
H 1.4386 5.6213 -1.1163 0.1266
N 3.0775 0.4159 0.5243 0.0822
C 0.5032 3.3260 -2.5821 -0.3814
H 1.7662 6.0337 -4.0618 0.1103
N 0.8068 2.4260 -3.5838 0.0894
N -0.0920 2.8991 -1.5297 0.0796
C -3.0954 -4.6224 2.1169 -0.1906
C -6.4907 1.2735 1.0814 -0.2104
H 1.8655 -3.5334 1.4860 0.1076
```